Record 1
DFT (ωB97M-V with the def2-TZVPD basis set) results for an isolated molecule of C5H11NO in a non-equilibrium geometry.

ORCA input file:
```
! RIJCOSX wB97M-V def2-TZVPD def2/J DEFGRID3
* xyz 0 1
C -1.87 0.58 -1.13
N -1.18 -0.31 -0.39
C 1.47 -1.09 -0.91
C 1.15 -0.75 0.54
C -0.21 -0.01 0.68
C -0.12 1.43 1.15
O -1.76 1.79 -1.12
H -2.65 0.14 -1.76
H -1.33 -1.28 -0.60
H 1.12 -0.31 -1.58
H 2.49 -1.38 -1.15
H 0.84 -1.90 -1.31
H 1.01 -1.68 1.10
H 1.92 -0.10 0.93
H -0.72 -0.48 1.51
H -1.08 1.82 1.45
H 0.40 2.14 0.52
H 0.52 1.39 2.04
*
```

Computed properties:
Energy: -8900.7235 eV
Orbital gap: 10.35 eV
SMILES: CC[C@@H](C)NC=O

Record 2
DFT (ωB97M-V with the def2-TZVPD basis set) results for an isolated molecule of C7H12O in a non-equilibrium geometry.

ORCA input file:
```
! RIJCOSX wB97M-V def2-TZVPD def2/J DEFGRID3
* xyz 0 1
C 1.23 0.80 2.19
C 1.87 1.22 0.82
C 1.63 0.33 -0.40
C 0.36 -0.44 -0.42
C -0.18 -0.82 -1.58
C -1.63 -1.19 -1.64
C -2.55 -0.82 -0.75
O -3.82 -1.27 -0.79
H 0.15 0.62 2.24
H 1.26 1.75 2.72
H 1.63 -0.14 2.55
H 2.90 1.14 1.16
H 1.55 2.24 0.60
H 2.56 -0.25 -0.55
H 1.72 0.88 -1.33
H -0.26 -0.54 0.45
H 0.29 -0.77 -2.56
H -1.84 -1.90 -2.44
H -2.36 -0.11 0.05
H -4.51 -0.74 -0.34
*
```

Computed properties:
Energy: -9498.7816 eV
Orbital gap: 8.75 eV
SMILES: CCC/C=C/C=C/O

Record 3
DFT (ωB97M-V with the def2-TZVPD basis set) results for a structure of composition Cl3H3Si2 in a non-equilibrium geometry.

ORCA input file:
```
! RIJCOSX wB97M-V def2-TZVPD def2/J DEFGRID3
* xyz 0 3
Si -0.05 1.34 -0.51
Si -1.72 -0.37 0.06
Cl 0.01 -0.27 -2.64
Cl -3.48 0.09 -0.80
Cl -1.78 -0.29 2.13
H 1.02 1.25 0.47
H 0.09 2.63 -1.36
H -1.63 -1.98 -0.14
*
```

Computed properties:
Energy: -53369.4055 eV
Orbital gap (alpha / beta): 6.65 / 5.99 eV
<S²>: 2.01

Record 4
DFT (ωB97M-V with the def2-TZVPD basis set) results for a structure of composition C42H56BrFN2O8P2Sn in a non-equilibrium geometry.

ORCA input file:
```
! RIJCOSX wB97M-V def2-TZVPD def2/J DEFGRID3
* xyz -2 1
Sn -3.00 -1.60 -1.01
O -7.46 -1.47 -0.62
C -6.26 -1.29 -0.51
O -5.36 -1.81 -1.20
C -5.77 -0.40 0.59
C -6.62 0.05 1.63
C -6.05 0.81 2.71
C -4.74 1.14 2.63
C -3.96 0.56 1.65
N -4.46 -0.16 0.68
C -2.45 0.66 1.76
O -1.92 1.57 2.44
O -1.87 -0.32 1.25
H -7.64 -0.25 1.60
H -6.72 1.11 3.54
H -4.12 1.70 3.36
C 0.40 4.04 -5.15
C -1.00 3.58 -5.66
C -2.01 4.70 -6.09
C -3.21 4.05 -6.57
C -3.81 3.29 -5.41
C -5.20 3.14 -5.26
C -5.69 2.28 -4.22
F -7.01 2.12 -4.04
C -4.87 1.70 -3.34
C -3.49 1.84 -3.43
C -2.60 0.96 -2.70
O -3.19 0.30 -1.81
C -1.22 0.99 -3.03
C -0.79 1.83 -4.04
N -1.61 2.71 -4.70
C -3.02 2.61 -4.48
C -0.14 0.03 -2.40
O 0.98 0.33 -2.89
O -0.46 -0.75 -1.49
H 0.66 4.89 -5.73
H 1.14 3.32 -5.31
H 0.36 4.30 -4.08
H -0.84 2.93 -6.48
H -1.56 5.38 -6.84
H -2.20 5.34 -5.19
H -3.09 3.49 -7.46
H -3.95 4.82 -6.94
H -5.84 3.46 -6.11
H -5.27 1.09 -2.51
H 0.29 1.76 -4.24
C 2.72 -2.77 -3.16
P 2.25 -3.07 -4.93
C 2.21 -1.27 -5.43
C 0.52 -3.34 -4.67
H 2.05 -2.06 -2.68
H 3.70 -2.33 -3.12
H 2.68 -3.66 -2.53
H 1.60 -0.67 -4.74
H 1.71 -1.22 -6.39
H 3.23 -0.89 -5.60
H 0.06 -2.71 -3.80
H 0.27 -4.34 -4.19
H -0.06 -3.27 -5.60
O 4.09 -2.04 3.07
P 3.02 -0.99 3.11
C 1.38 -1.54 2.41
C 0.09 -1.25 3.16
C -0.26 -2.34 4.29
C 0.06 -3.78 3.87
C 1.39 -4.01 3.10
C 1.49 -3.03 2.02
C 2.89 -0.50 4.92
C 4.02 0.34 5.46
C 5.36 -0.40 5.55
C 5.19 -1.56 6.54
C 4.05 -2.48 6.01
C 2.76 -1.71 5.77
C 3.38 0.53 2.15
C 3.37 0.20 0.67
C 2.14 0.50 -0.14
C 1.58 1.84 0.25
C 1.19 1.85 1.77
C 2.49 1.75 2.55
H 1.49 -1.06 1.47
H -0.77 -1.20 2.41
H 0.20 -0.27 3.72
H -1.29 -2.21 4.54
H 0.32 -2.10 5.21
H -0.75 -4.06 3.20
H 0.00 -4.54 4.72
H 1.36 -5.09 2.65
H 2.20 -4.02 3.81
H 0.63 -3.11 1.33
H 2.44 -3.06 1.49
H 1.99 0.18 5.06
H 3.78 0.67 6.47
H 4.13 1.28 4.95
H 6.12 0.30 5.93
H 5.72 -0.75 4.57
H 4.98 -1.31 7.55
H 6.15 -2.20 6.53
H 3.81 -3.28 6.75
H 4.33 -2.97 5.05
H 2.41 -1.43 6.78
H 1.97 -2.40 5.34
H 4.43 0.80 2.48
H 3.72 -0.88 0.65
H 4.20 0.71 0.12
H 1.35 -0.19 0.02
H 2.42 0.51 -1.18
H 0.64 1.98 -0.30
H 2.25 2.68 0.02
H 0.44 1.13 2.01
H 0.75 2.85 2.03
H 2.31 1.71 3.66
H 3.11 2.67 2.45
Br -2.83 -1.97 -4.05
*
```

Computed properties:
Energy: -160998.3190 eV
Orbital gap: 6.41 eV

Energy above the lowest of the compared OMol25 structures with the same formula, charge and spin
In order: 94.0; 196.5; 147.8; 186.0
Unit: kJ/mol